Record 1
{"formula": "C20H24Br38F6GaO", "method": "ωB97M-V with the def2-TZVPD basis set", "species": ["F", "C", "F", "F", "C", "O", "C", "C", "Ga", "C", "C", "C", "F", "Br", "C", "F", "F", "Br", "H", "H", "H", "H", "H", "H", "H", "H", "H", "H", "H", "H", "C", "Br", "Br", "Br", "H", "C", "Br", "Br", "Br", "H", "C", "Br", "Br", "Br", "H", "C", "Br", "Br", "Br", "H", "C", "Br", "Br", "Br", "H", "C", "Br", "Br", "Br", "H", "C", "Br", "Br", "Br", "H", "C", "Br", "Br", "Br", "H", "C", "Br", "Br", "Br", "H", "C", "Br", "Br", "Br", "H", "C", "Br", "Br", "Br", "H", "C", "Br", "Br", "Br", "H"], "xyz": [[6.191, -2.648, 0.685], [5.148, -3.706, 0.684], [5.617, -4.875, 1.473], [4.853, -4.077, -0.720], [3.775, -3.121, 1.365], [3.199, -1.943, 0.698], [3.609, -0.681, 1.333], [2.305, 0.315, 1.638], [1.330, -0.215, 3.424], [0.585, -2.132, 3.187], [-0.279, -2.147, 1.794], [-1.903, -2.266, 1.981], [-2.301, -3.682, 1.760], [-2.632, -1.442, 3.652], [-2.571, -1.402, 0.715], [-1.876, -1.621, -0.574], [-4.016, -1.733, 0.707], [-2.400, 0.572, 1.121], [3.938, -2.942, 2.534], [2.952, -3.982, 1.309], [4.265, -0.800, 2.297], [4.292, -0.116, 0.540], [2.692, 1.424, 1.742], [1.588, 0.290, 0.705], [0.152, 0.856, 3.769], [2.482, -0.259, 4.541], [1.530, -2.835, 2.997], [0.039, -2.577, 4.120], [-0.023, -1.156, 1.191], [0.139, -3.037, 1.126], [-3.233, -0.529, -3.545], [-2.847, -0.933, -5.408], [-3.030, 1.367, -3.158], [-4.980, -1.194, -3.007], [-2.489, -1.060, -2.942], [7.534, -8.036, 0.127], [7.309, -9.438, -1.203], [6.360, -6.522, -0.211], [7.333, -8.718, 1.938], [8.562, -7.671, 0.036], [-0.127, 4.159, 4.973], [1.079, 3.084, 6.057], [0.813, 5.078, 3.539], [-1.624, 3.113, 4.303], [-0.544, 4.930, 5.628], [4.818, 3.779, 0.205], [4.818, 2.009, -0.602], [4.997, 5.183, -1.129], [3.264, 4.056, 1.343], [5.701, 3.837, 0.850], [-6.587, -1.728, 2.906], [-8.043, -0.896, 1.920], [-5.980, -0.612, 4.380], [-7.046, -3.523, 3.499], [-5.745, -1.826, 2.212], [-0.060, -3.830, -3.885], [0.326, -4.234, -5.748], [0.143, -1.934, -3.498], [-1.807, -4.495, -3.347], [0.684, -4.361, -3.281], [0.653, 2.402, -3.764], [1.157, 4.271, -3.575], [1.961, 1.401, -4.799], [0.302, 1.569, -2.042], [-0.286, 2.379, -4.328], [1.349, 7.083, -0.759], [2.761, 7.670, -1.962], [1.785, 7.447, 1.101], [-0.379, 7.826, -1.256], [1.271, 5.996, -0.863], [-3.328, 10.502, -1.487], [-3.553, 9.101, -2.817], [-4.502, 12.016, -1.825], [-3.530, 9.821, 0.324], [-2.300, 10.868, -1.578], [-3.833, -3.736, -8.511], [-3.431, -4.249, -6.679], [-2.316, -2.871, -9.370], [-4.494, -5.238, -9.555], [-4.639, -2.997, -8.467], [1.649, -6.921, 2.591], [3.061, -6.334, 1.388], [2.085, -6.557, 4.451], [-0.079, -6.178, 2.094], [1.571, -8.008, 2.487], [-7.137, 7.047, 0.895], [-7.597, 8.578, 2.003], [-6.904, 7.547, -0.970], [-5.590, 6.091, 1.587], [-7.985, 6.356, 0.938]], "lowdin_charge": [0.01, -0.28, -0.22, -0.04, -0.15, -0.19, -0.29, -0.29, 0.26, -0.34, -0.26, -0.64, -0.12, 0.69, -0.61, -0.09, -0.10, 0.68, 0.17, 0.04, 0.12, 0.01, -0.02, 0.03, -0.11, -0.09, 0.04, 0.04, 0.07, 0.12, -1.59, 0.51, 0.56, 0.57, -0.10, -1.57, 0.54, 0.73, 0.55, -0.02, -1.58, 0.55, 0.50, 0.53, -0.03, -1.54, 0.65, 0.52, 0.56, -0.02, -1.59, 0.54, 0.52, 0.55, -0.06, -1.55, 0.54, 0.57, 0.55, -0.02, -1.58, 0.56, 0.55, 0.52, -0.05, -1.58, 0.51, 0.53, 0.54, -0.05, -1.60, 0.53, 0.55, 0.54, -0.03, -1.59, 0.50, 0.55, 0.55, -0.02, -1.56, 0.68, 0.56, 0.60, -0.03, -1.60, 0.54, 0.53, 0.56, -0.03], "charge": -1, "homo_lumo_gap_ev": 6.48}

Record 2
{"formula": "C20H24BrFIN4O4S2Sm", "method": "ωB97M-V with the def2-TZVPD basis set", "species": ["Sm", "C", "N", "C", "C", "S", "N", "C", "C", "H", "H", "H", "H", "H", "H", "H", "H", "H", "H", "H", "H", "Br", "N", "C", "O", "C", "I", "H", "H", "H", "H", "F", "C", "C", "C", "C", "C", "C", "H", "H", "H", "H", "O", "C", "N", "S", "O", "O", "C", "C", "C", "C", "C", "C", "H", "H", "H", "H"], "xyz": [[-0.456, 1.254, -0.764], [2.805, -1.418, 0.659], [3.559, -0.403, -0.062], [4.051, 0.642, 0.828], [3.086, 0.032, -1.274], [2.696, 1.650, -1.543], [3.015, -0.864, -2.284], [3.662, -2.163, -2.206], [2.517, -0.494, -3.591], [2.037, -0.933, 1.290], [3.504, -1.979, 1.297], [2.296, -2.104, -0.023], [4.612, 0.142, 1.634], [3.232, 1.249, 1.250], [4.716, 1.315, 0.264], [4.336, -2.223, -1.339], [4.266, -2.313, -3.114], [2.898, -2.960, -2.157], [1.773, 0.310, -3.484], [2.080, -1.394, -4.063], [3.339, -0.120, -4.240], [-0.374, 2.534, -3.151], [-4.846, 2.115, -0.714], [-3.990, 1.286, -1.303], [-2.753, 1.594, -1.444], [-4.483, -0.019, -1.813], [-3.926, -1.505, -0.365], [-4.460, 2.904, -0.179], [-5.785, 1.791, -0.508], [-3.990, -0.297, -2.754], [-5.584, -0.058, -1.906], [-0.760, -5.267, -2.262], [-0.634, -3.963, -1.918], [-0.651, -2.991, -2.907], [-0.508, -1.645, -2.531], [-0.351, -1.241, -1.206], [-0.356, -2.257, -0.256], [-0.487, -3.613, -0.583], [-0.772, -3.250, -3.963], [-0.531, -0.904, -3.335], [-0.270, -2.032, 0.811], [-0.476, -4.379, 0.203], [1.123, 1.573, 1.301], [0.099, 2.171, 1.742], [-0.759, 2.820, 0.870], [-2.230, 2.467, 1.475], [-3.241, 3.435, 1.144], [-2.484, 1.081, 1.064], [-1.743, 2.382, 3.172], [-2.448, 2.375, 4.363], [-1.736, 2.091, 5.526], [-0.369, 1.805, 5.475], [0.329, 1.815, 4.279], [-0.385, 2.126, 3.114], [-3.513, 2.592, 4.381], [-2.243, 2.087, 6.495], [0.166, 1.553, 6.395], [1.397, 1.599, 4.215]], "mulliken_spin": [5.06, 0.00, 0.00, 0.00, 0.00, 0.00, 0.00, 0.00, 0.00, 0.00, 0.00, 0.00, 0.00, 0.00, 0.00, 0.00, 0.00, 0.00, 0.00, 0.00, 0.00, -0.02, 0.00, 0.00, 0.00, 0.00, 0.00, 0.00, 0.00, 0.00, 0.00, 0.00, 0.00, 0.00, 0.01, -0.04, 0.00, 0.00, 0.00, 0.00, 0.00, 0.00, 0.00, 0.00, 0.00, 0.00, 0.00, 0.00, 0.00, 0.00, 0.00, 0.00, 0.00, 0.00, 0.00, 0.00, 0.00, 0.00], "charge": 0, "homo_lumo_gap_ev": [6.86, 6.87], "multiplicity": 6, "s_squared": 8.77}

Record 3
{"formula": "C20H24Cl2O2Pb", "method": "ωB97M-V with the def2-TZVPD basis set", "species": ["C", "C", "C", "C", "C", "C", "C", "C", "C", "C", "Pb", "Cl", "Cl", "O", "H", "H", "H", "H", "H", "H", "H", "H", "H", "H", "H", "H", "H", "H", "H", "H", "O", "H", "C", "C", "C", "C", "C", "C", "C", "C", "C", "C", "H", "H", "H", "H", "H", "H", "H"], "xyz": [[-0.136, -1.554, -2.981], [0.718, -0.416, -3.181], [-0.110, 0.737, -3.334], [2.185, -0.386, -3.214], [-1.472, 0.326, -3.226], [-1.490, -1.097, -3.016], [-2.670, -1.942, -2.877], [0.259, -2.945, -2.767], [0.370, 2.103, -3.587], [-2.636, 1.206, -3.335], [0.379, 0.180, 0.935], [1.331, 2.019, -0.331], [1.780, -1.888, -0.017], [-1.726, 0.400, -0.163], [2.597, -1.399, -3.081], [2.597, 0.247, -2.417], [2.550, 0.024, -4.179], [1.199, 2.373, -2.930], [-0.446, 2.825, -3.428], [0.713, 2.217, -4.629], [-2.457, 2.161, -2.803], [-3.518, 0.733, -2.893], [-2.857, 1.453, -4.382], [-3.560, -1.329, -2.766], [-2.588, -2.573, -1.963], [-2.783, -2.605, -3.729], [1.321, -3.012, -2.519], [0.052, -3.550, -3.657], [-0.304, -3.364, -1.915], [-1.945, 1.382, -0.272], [-2.227, -2.975, 0.114], [-2.470, -1.894, 0.230], [3.058, 1.965, 5.143], [3.166, 1.758, 3.746], [2.183, 1.050, 3.081], [1.019, 0.552, 3.763], [-0.038, -0.076, 3.117], [-1.141, -0.590, 3.765], [-1.226, -0.376, 5.161], [-0.236, 0.282, 5.848], [0.924, 0.776, 5.173], [1.955, 1.471, 5.837], [3.837, 2.520, 5.665], [4.007, 2.153, 3.196], [2.284, 0.882, 2.012], [-1.937, -1.137, 3.253], [-2.085, -0.754, 5.708], [-0.289, 0.433, 6.930], [1.865, 1.632, 6.913]], "nbo_charge": [-0.09, 0.00, 0.00, -0.65, -0.06, 0.18, -0.72, -0.66, -0.65, -0.64, 1.50, -0.64, -0.67, -1.13, 0.22, 0.23, 0.18, 0.23, 0.20, 0.19, 0.20, 0.21, 0.18, 0.20, 0.34, 0.19, 0.21, 0.17, 0.28, 0.43, -1.34, 0.40, -0.23, -0.23, -0.19, -0.02, -0.33, -0.23, -0.20, -0.23, -0.09, -0.19, 0.20, 0.21, 0.22, 0.26, 0.20, 0.19, 0.19], "charge": -2, "homo_lumo_gap_ev": [4.43, 4.39]}

Record 4
{"formula": "C20H24ClNO", "method": "ωB97M-V with the def2-TZVPD basis set", "species": ["Cl", "C", "C", "C", "C", "C", "C", "H", "H", "C", "C", "C", "C", "C", "C", "C", "H", "H", "H", "H", "H", "O", "C", "C", "N", "C", "C", "C", "C", "C", "H", "H", "H", "H", "H", "H", "H", "H", "H", "H", "H", "H", "H", "H", "H", "H", "H"], "xyz": [[-2.952, -4.514, -2.821], [-2.001, -3.520, -1.773], [-2.309, -3.461, -0.423], [-1.546, -2.665, 0.410], [-0.479, -1.930, -0.093], [-0.187, -1.999, -1.448], [-0.942, -2.794, -2.291], [-0.713, -2.849, -3.344], [0.645, -1.432, -1.833], [0.311, -1.036, 0.837], [-0.579, 0.123, 1.251], [-1.153, 0.929, 0.276], [-1.956, 1.997, 0.636], [-2.196, 2.266, 1.973], [-1.633, 1.461, 2.949], [-0.829, 0.394, 2.589], [-0.387, -0.230, 3.355], [-1.819, 1.666, 3.993], [-2.821, 3.101, 2.254], [-2.394, 2.621, -0.129], [-0.959, 0.715, -0.765], [1.495, -0.616, 0.186], [2.529, -0.160, 1.029], [2.486, 1.339, 1.372], [3.179, 2.113, 0.360], [3.625, 3.421, 0.799], [2.501, 4.459, 0.898], [1.810, 4.582, -0.458], [1.316, 3.208, -0.902], [2.476, 2.204, -0.907], [2.112, 1.209, -1.165], [3.211, 2.509, -1.660], [0.539, 2.865, -0.217], [0.882, 3.263, -1.901], [0.975, 5.284, -0.398], [2.523, 4.968, -1.191], [1.776, 4.144, 1.653], [2.915, 5.420, 1.206], [4.129, 3.311, 1.763], [4.364, 3.768, 0.069], [3.019, 1.482, 2.315], [1.440, 1.645, 1.523], [3.459, -0.358, 0.487], [2.531, -0.747, 1.958], [0.581, -1.612, 1.739], [-1.784, -2.612, 1.463], [-3.136, -4.032, -0.032]], "nbo_charge": [0.00, -0.03, -0.25, -0.15, -0.05, -0.20, -0.23, 0.23, 0.23, 0.07, -0.06, -0.21, -0.19, -0.22, -0.22, -0.16, 0.20, 0.21, 0.22, 0.22, 0.22, -0.54, -0.07, -0.25, -0.45, -0.21, -0.42, -0.40, -0.43, -0.23, 0.22, 0.19, 0.20, 0.21, 0.20, 0.19, 0.20, 0.21, 0.19, 0.19, 0.20, 0.19, 0.20, 0.17, 0.18, 0.21, 0.23], "smiles": "Clc1ccc([C@@H](OCCN2CCCCC2)c2ccccc2)cc1", "charge": 0, "homo_lumo_gap_ev": 8.83}

| no. | E_tot (eV) |
| --- | --- |
| 1 | -2753463.4937 |
| 2 | -155716.8515 |
| 3 | -55514.0457 |
| 4 | -37189.5073 |